1.
ORCA calculation (ωB97M-V/def2-TZVPD) on 2 unconnected molecules or ions with the total composition C6H13N2 in a non-equilibrium geometry.

Geometry as XYZ:
```
21
Properties=species:S:1:pos:R:3
C 1.087 0.528 -1.131
C 1.824 0.581 0.274
C -2.653 0.320 -0.071
C 0.935 -0.491 -0.061
C 3.357 0.440 0.189
C 0.219 -1.633 0.131
N -3.956 0.619 -0.111
N -2.132 -0.619 0.725
H 1.785 0.261 -1.860
H 1.615 1.343 1.183
H 3.827 0.549 1.266
H 3.737 1.321 -0.406
H 3.432 -0.555 -0.191
H 0.499 -2.232 1.007
H -1.942 0.812 -0.643
H -0.216 -2.208 -0.680
H -4.319 0.935 -1.017
H -4.644 0.309 0.582
H -1.061 -0.902 0.581
H -2.809 -1.126 1.349
H 0.313 1.321 -1.202
```

The energy above the lowest of the compared OMol25 structures with the same formula, charge and spin comes out at 80.0 kcal per mole. Its HOMO-LUMO gap is 0.3674 Ha. The calculation puts the LUMO energy at -0.131 hartree. As for the charge: +1.



2.
ORCA calculation (ωB97M-V/def2-TZVPD) on a gas-phase ion, C3H7S (charge -1) in a non-equilibrium geometry.

Geometry as XYZ:
```
11
Properties=species:S:1:pos:R:3
C 1.167 0.117 -0.336
C -0.226 -0.480 -0.436
C -1.205 0.212 0.509
S -0.640 0.261 2.244
H 1.626 0.415 0.608
H 1.423 1.047 -0.785
H 1.893 -0.709 -0.595
H -0.535 -0.495 -1.531
H -0.056 -1.555 -0.166
H -2.171 -0.075 0.236
H -1.277 1.263 0.252
```

The energy above the lowest of the compared OMol25 structures with the same formula, charge and spin comes out at 18.7 kcal per mole. Its HOMO-LUMO gap is 0.2379 Ha. The calculation puts the LUMO energy at 0.162 hartree. As for the charge: -1. The structure (SMILES) is CCC[S-].



3.
ORCA calculation (ωB97M-V/def2-TZVPD) on C4H7NS2 in the gas phase in a non-equilibrium geometry.

Geometry as XYZ:
```
14
Properties=species:S:1:pos:R:3
C 2.306 -1.277 -1.753
C 0.826 -1.672 -1.525
C -0.320 -1.359 -0.834
N -0.369 -0.279 -0.058
S 0.854 0.835 0.054
C -1.552 0.092 0.560
S -1.489 1.317 1.736
H 2.279 -0.208 -2.180
H 3.252 -1.304 -1.104
H 2.662 -1.937 -2.753
H 0.487 -2.603 -1.948
H -1.281 -2.003 -0.622
H 0.501 1.169 1.563
H -2.712 -0.293 0.137
```

The energy above the lowest of the compared OMol25 structures with the same formula, charge and spin comes out at 102.2 kcal per mole. Its HOMO-LUMO gap is 0.2935 Ha. The calculation puts the LUMO energy at -0.009 hartree. The structure (SMILES) is C/C=C\N(S)C=S.